{
  "formula": "C43H53Br2FO18S",
  "method": "the ωB97M-V functional and the def2-TZVPD basis",
  "homo_energy_ev": -8.22,
  "spin_multiplicity": 1,
  "fmax_ev_per_a": 2.86,
  "charge": 0,
  "total_energy_ev": -235940.7934,
  "smiles": "CC(C)Cc1cc(S)c2c(c1)C(=O)c1c(CCCF)cc([C@@H](Br)[C@H](C)Br)c(CCCCO)c1C2=O.O=C1OCCO1.O=C1OCCO1.O=C1OCCO1.O=C1OCCO1.O=C1OCCO1",
  "homo_lumo_gap_ev": 7.7,
  "molar_mass_g_mol": 1068.752,
  "species": ["C", "C", "C", "C", "C", "C", "C", "S", "C", "C", "C", "C", "O", "C", "C", "C", "C", "C", "F", "C", "C", "C", "Br", "C", "C", "Br", "C", "C", "C", "C", "C", "O", "C", "C", "O", "H", "H", "H", "H", "H", "H", "H", "H", "H", "H", "H", "H", "H", "H", "H", "H", "H", "H", "H", "H", "H", "H", "H", "H", "H", "H", "H", "H", "H", "H", "H", "H", "H", "C", "C", "O", "C", "O", "O", "H", "H", "H", "H", "C", "C", "O", "C", "O", "O", "H", "H", "H", "H", "C", "C", "O", "C", "O", "O", "H", "H", "H", "H", "C", "C", "O", "C", "O", "O", "H", "H", "H", "H", "C", "C", "O", "C", "O", "O", "H", "H", "H", "H"],
  "positions_angstrom": [[-0.27446, -3.77349, 3.75428], [-1.29897, -2.88558, 4.55502], [-0.89196, -1.35880, 4.44254], [-2.80486, -3.07133, 4.11305], [-2.98654, -3.01384, 2.56543], [-2.82063, -1.71774, 1.90345], [-2.93284, -1.60807, 0.43102], [-2.70625, 0.02717, -0.29382], [-3.21311, -2.84908, -0.28560], [-3.41871, -4.15316, 0.38851], [-3.31001, -4.24757, 1.83620], [-3.70866, -5.37131, -0.55563], [-4.52061, -6.22189, -0.28341], [-2.85823, -5.36371, -1.87360], [-2.31785, -6.59512, -2.42376], [-2.58046, -8.00142, -1.77365], [-4.03019, -8.57052, -2.08545], [-4.75786, -7.87732, -3.28339], [-5.69666, -8.83756, -3.80411], [-1.48487, -6.49806, -3.64464], [-1.18511, -5.22442, -4.30980], [-0.26318, -5.17444, -5.56698], [0.68147, -6.86191, -5.95824], [-0.99185, -4.67393, -6.89668], [-1.06365, -5.70822, -8.07326], [0.08464, -3.13313, -7.61109], [-1.79323, -3.98602, -3.73740], [-1.50062, -2.59624, -4.41989], [-0.01730, -2.12769, -3.99173], [0.01271, -0.54740, -4.10288], [0.16827, 0.20451, -2.72379], [0.91645, -0.52205, -1.73448], [-2.61367, -4.05747, -2.54080], [-3.29699, -2.83248, -1.85084], [-3.88310, -1.95100, -2.43567], [0.03944, -3.22105, 2.82260], [0.68242, -3.90215, 4.34143], [-0.63689, -4.81120, 3.53035], [-1.19200, -3.16832, 5.64455], [-1.80575, -0.74282, 4.69009], [-0.10230, -1.06829, 5.17911], [-0.56478, -1.10854, 3.40132], [-3.26438, -4.01718, 4.49472], [-3.37895, -2.21639, 4.57659], [-2.57644, -0.81807, 2.50547], [-2.62410, -0.10549, -1.65380], [-3.47279, -5.24218, 2.30686], [-2.37167, -7.97911, -0.66681], [-1.81189, -8.69581, -2.21501], [-3.91650, -9.66150, -2.34357], [-4.65050, -8.53757, -1.15143], [-4.09722, -7.60887, -4.14273], [-5.36839, -6.99265, -2.94652], [-1.09841, -7.47899, -4.02267], [0.53899, -4.41954, -5.34115], [-2.00771, -4.24604, -6.67836], [-0.07954, -5.86454, -8.59319], [-1.56153, -6.67672, -7.80062], [-1.73080, -5.24297, -8.86001], [-2.18009, -1.79155, -4.02876], [-1.64184, -2.61527, -5.52663], [0.12000, -2.51713, -2.95111], [0.76002, -2.51169, -4.70644], [0.90349, -0.26258, -4.73470], [-0.90944, -0.15898, -4.60521], [0.75431, 1.14689, -2.94007], [-0.84396, 0.54147, -2.39300], [1.47635, 0.14419, -1.30517], [2.93449, 1.30917, 0.99732], [1.44633, 1.51677, 1.01613], [0.95573, 0.23807, 1.41318], [1.95582, -0.38972, 2.08724], [1.81910, -1.40644, 2.69263], [3.12608, 0.29101, 1.97881], [3.48381, 2.20847, 1.25957], [3.29491, 0.94101, 0.03192], [1.13628, 2.26086, 1.75454], [1.04947, 1.80092, 0.04142], [5.16654, 5.11857, 2.99384], [4.66597, 6.51991, 3.18217], [3.67440, 6.63948, 2.15634], [3.25246, 5.38970, 1.85622], [2.30751, 5.14614, 1.15877], [4.03041, 4.44814, 2.44439], [5.47702, 4.65684, 3.92878], [5.99087, 5.06169, 2.27793], [4.19094, 6.66768, 4.15251], [5.44818, 7.26271, 3.05737], [1.47842, 4.27507, 6.63650], [2.01921, 3.18235, 5.75699], [3.23475, 3.74401, 5.26867], [3.62937, 4.69268, 6.15799], [4.69151, 5.23471, 6.13385], [2.66005, 4.94170, 7.07565], [0.91239, 3.88920, 7.48319], [0.85533, 4.98575, 6.08741], [2.24955, 2.27076, 6.31363], [1.34711, 2.93457, 4.93597], [2.74566, 11.63171, 3.04984], [2.27776, 10.39490, 2.33498], [3.38222, 9.50796, 2.48251], [4.08007, 9.90798, 3.57710], [4.96480, 9.28504, 4.07660], [3.63855, 11.11101, 4.03004], [1.92883, 12.17834, 3.51941], [3.29703, 12.31125, 2.39507], [1.39877, 9.94615, 2.80472], [2.06228, 10.57610, 1.28270], [0.18854, 5.98532, -2.48397], [1.29005, 5.08160, -2.00973], [0.61532, 3.83869, -1.80658], [-0.49834, 3.85260, -2.59300], [-1.20000, 2.91022, -2.79053], [-0.70913, 5.08475, -3.12509], [0.54163, 6.74378, -3.18171], [-0.33386, 6.47726, -1.65956], [2.07020, 4.94220, -2.76312], [1.74731, 5.43228, -1.08569]],
  "atomic_forces_ev_per_a": [[0.54, 0.33, 0.10], [0.56, 0.01, 0.28], [-0.70, -0.10, 0.14], [-0.01, 0.42, -0.36], [-0.22, 0.17, -0.79], [-0.39, -1.89, -1.66], [-0.33, -2.29, 1.09], [0.01, -0.25, 0.45], [0.15, -0.39, 0.39], [0.66, 1.74, 0.42], [0.13, 1.99, -1.88], [0.90, 1.23, -0.09], [0.55, 0.24, -0.04], [0.66, 0.22, -1.01], [0.35, 1.57, -0.61], [0.33, 0.44, -0.63], [0.32, -0.41, 0.12], [-0.60, -0.58, 0.38], [0.66, 0.85, 0.39], [-0.83, 1.43, 0.93], [-1.64, -1.15, 2.04], [-0.33, 1.30, 0.19], [-0.04, 0.51, 0.54], [0.21, -0.67, -0.28], [-0.93, 0.73, -0.89], [-0.44, -0.42, 0.13], [-0.36, -0.63, -0.34], [0.62, -0.30, 1.13], [-1.36, 0.47, -0.81], [1.20, -0.19, 0.51], [0.19, 0.99, -1.18], [-0.22, 0.41, -0.35], [0.48, -1.83, -0.19], [0.34, -0.82, 0.94], [0.53, -0.45, 0.01], [-0.50, -0.87, 0.74], [-1.02, 0.24, -0.48], [0.10, 1.00, 0.08], [-0.47, 0.24, -1.05], [0.95, -0.44, -0.20], [-0.44, -0.39, -0.75], [-0.17, -0.18, 1.02], [0.58, 0.66, -0.29], [0.42, -0.92, -0.47], [-0.29, -0.82, -0.56], [-0.27, -0.63, 0.89], [0.20, 1.06, -0.15], [-0.39, 0.12, -1.11], [-0.74, 0.66, 0.38], [-0.15, 1.08, 0.09], [0.46, 0.18, -1.06], [-0.40, -0.19, 0.82], [0.75, -0.82, -0.40], [-0.24, 1.26, 0.22], [-0.70, -1.07, -0.23], [1.11, -0.54, -0.12], [-0.93, -0.01, 0.91], [0.68, 0.89, 0.02], [0.65, -0.42, 0.81], [0.43, -1.14, -0.30], [0.24, -0.02, 0.97], [0.32, 0.58, -0.92], [-0.74, 0.07, 0.96], [-0.97, -0.27, 0.52], [0.82, -0.33, 0.36], [-0.85, -0.78, 0.15], [0.99, -0.48, 0.20], [-0.34, -0.58, -0.12], [0.41, 0.33, -0.23], [-0.35, 0.47, -0.21], [0.41, -0.21, 0.27], [-0.15, -0.39, 0.09], [0.14, 0.27, -0.12], [-0.37, -0.10, 0.00], [0.08, -0.06, 0.16], [-0.01, -0.06, 0.03], [0.05, 0.00, -0.06], [-0.17, -0.08, 0.11], [0.66, -0.25, 0.29], [0.43, 0.25, 0.37], [-0.29, -0.73, -0.31], [-0.01, 0.15, 0.00], [0.21, -0.07, 0.14], [-0.48, 0.28, -0.45], [-0.21, -0.08, -0.09], [-0.10, 0.01, -0.06], [0.05, 0.01, -0.07], [-0.23, 0.04, -0.09], [-0.59, 0.06, 0.21], [-0.34, -0.57, -0.20], [0.09, 0.39, 0.32], [0.33, 0.11, 0.15], [-0.32, -0.15, 0.02], [0.32, -0.13, -0.34], [0.17, 0.13, 0.07], [0.06, -0.02, 0.00], [0.02, 0.06, -0.01], [0.21, 0.05, -0.08], [-0.23, 0.59, -0.03], [-0.51, -0.08, -0.38], [0.24, 0.28, 0.34], [0.33, -0.11, 0.24], [-0.26, 0.35, -0.12], [0.07, -0.42, -0.17], [0.15, -0.05, 0.15], [0.00, -0.06, 0.01], [0.06, 0.01, 0.02], [0.15, -0.17, 0.02], [0.00, 0.61, -0.02], [0.70, 0.24, 0.27], [-0.44, 0.07, -0.32], [-0.34, -0.32, -0.09], [0.19, 0.38, 0.11], [0.14, -0.41, 0.16], [-0.16, -0.12, -0.09], [0.02, -0.06, 0.00], [-0.10, -0.04, -0.03], [-0.10, -0.27, 0.06]],
  "lowdin_charge": [-0.09, -0.38, -0.10, -0.14, -0.17, -0.03, -0.46, 0.82, -0.07, -0.05, 0.04, -0.26, 0.11, -0.01, -0.14, -0.13, -0.17, -0.16, -0.11, 0.00, -0.14, -0.64, 0.76, -0.68, -0.25, 0.68, -0.07, -0.13, -0.16, -0.16, -0.26, -0.08, 0.01, -0.28, 0.07, 0.07, 0.08, 0.08, 0.13, 0.07, 0.08, 0.05, 0.11, 0.11, 0.10, -0.12, 0.12, 0.12, 0.11, 0.11, 0.10, 0.12, 0.13, 0.07, 0.05, 0.10, 0.06, 0.07, 0.08, 0.10, 0.06, 0.12, 0.07, 0.11, 0.12, 0.11, 0.05, 0.05, -0.11, -0.12, 0.05, -0.55, 0.15, 0.07, 0.12, 0.13, 0.13, 0.12, -0.11, -0.12, 0.07, -0.55, 0.13, 0.05, 0.12, 0.14, 0.12, 0.13, -0.12, -0.12, 0.05, -0.55, 0.16, 0.07, 0.14, 0.14, 0.14, 0.13, -0.13, -0.12, 0.06, -0.54, 0.16, 0.07, 0.13, 0.14, 0.14, 0.14, -0.12, -0.12, 0.05, -0.54, 0.15, 0.07, 0.13, 0.14, 0.14, 0.11]
}


{
  "formula": "C43H53BrGaO2",
  "method": "the ωB97M-V functional and the def2-TZVPD basis",
  "homo_energy_ev": -5.07,
  "spin_multiplicity": 1,
  "fmax_ev_per_a": 1.43,
  "charge": -1,
  "total_energy_ev": -171964.3292,
  "homo_lumo_gap_ev": 7.1,
  "molar_mass_g_mol": 751.522,
  "species": ["C", "C", "O", "C", "C", "O", "Ga", "C", "C", "C", "Br", "H", "H", "H", "H", "H", "H", "H", "H", "H", "H", "H", "H", "H", "H", "H", "H", "H", "C", "C", "C", "C", "C", "C", "H", "H", "H", "H", "H", "H", "C", "C", "C", "C", "C", "C", "H", "H", "H", "H", "H", "H", "C", "C", "C", "C", "C", "C", "H", "H", "H", "H", "H", "H", "C", "C", "C", "C", "C", "C", "H", "H", "H", "H", "H", "H", "C", "C", "C", "C", "C", "C", "H", "H", "H", "H", "H", "H", "C", "C", "C", "C", "C", "C", "H", "H", "H", "H", "H", "H"],
  "positions_angstrom": [[0.78170, -1.39697, -2.83778], [0.31605, -0.50777, -4.03992], [-0.41461, 0.59883, -3.58398], [-1.72749, 0.18809, -3.10784], [-2.71272, 1.27442, -3.58918], [-4.08060, 0.95201, -3.50439], [-4.57081, -0.20151, -2.07718], [-4.18725, -2.20011, -2.39789], [-4.73916, -2.79876, -3.71451], [-4.84495, -1.80423, -4.88416], [-3.41571, -4.20631, -4.32768], [1.87919, -1.35418, -2.76349], [0.51702, -2.45009, -2.99668], [0.37057, -1.05340, -1.88541], [1.23574, -0.14052, -4.51748], [-0.22112, -1.10585, -4.79287], [-1.95057, -0.76695, -3.59805], [-1.64286, 0.11608, -2.02151], [-2.48538, 1.41474, -4.66550], [-2.51559, 2.26090, -3.12493], [-6.10067, -0.02870, -1.61077], [-3.66549, 0.23410, -0.79873], [-4.69722, -2.74335, -1.57927], [-3.12255, -2.43478, -2.27216], [-5.68137, -3.33913, -3.59587], [-3.92303, -1.21242, -4.94265], [-5.67352, -1.11047, -4.69798], [-4.94670, -2.29538, -5.86135], [4.25473, 2.22091, -2.40862], [3.57452, 1.43046, -3.32631], [4.28293, 0.61558, -4.19997], [5.67133, 0.58421, -4.15009], [6.35109, 1.37224, -3.22991], [5.64318, 2.19368, -2.36156], [3.70204, 2.85810, -1.72955], [2.49149, 1.45013, -3.36033], [3.75280, 0.00372, -4.91946], [6.22307, -0.05487, -4.82834], [7.43318, 1.34640, -3.18980], [6.17334, 2.81158, -1.64723], [-1.37430, 3.23437, 1.97267], [-1.93734, 3.48132, 3.21902], [-3.31521, 3.41029, 3.38399], [-4.12820, 3.08320, 2.30420], [-3.56341, 2.83369, 1.05985], [-2.18767, 2.91335, 0.89363], [-0.30020, 3.29149, 1.84159], [-1.30227, 3.72954, 4.06178], [-3.75564, 3.60808, 4.35391], [-5.20154, 3.02184, 2.43326], [-4.19186, 2.57559, 0.21744], [-1.75005, 2.72219, -0.07824], [0.32578, -8.71966, -4.18383], [0.02341, -9.59429, -3.14717], [-1.00686, -9.29532, -2.26416], [-1.74070, -8.12596, -2.42475], [-1.44092, -7.25318, -3.46220], [-0.40489, -7.54762, -4.33968], [1.13133, -8.95100, -4.87004], [0.59181, -10.50860, -3.02669], [-1.23838, -9.97300, -1.45133], [-2.54662, -7.89347, -1.73965], [-2.01599, -6.34316, -3.58219], [-0.16790, -6.86398, -5.14522], [4.13549, 4.04736, 2.20840], [2.91550, 3.39130, 2.31167], [2.30552, 3.24888, 3.55152], [2.91153, 3.77064, 4.68747], [4.13035, 4.43006, 4.58390], [4.74454, 4.56484, 3.34516], [4.61213, 4.15538, 1.24201], [2.43973, 2.98973, 1.42551], [1.35749, 2.73152, 3.63199], [2.43322, 3.66343, 5.65358], [4.60238, 4.83839, 5.46917], [5.69701, 5.07399, 3.26532], [2.65969, 7.33913, 6.01370], [2.05534, 7.56456, 7.24418], [2.06417, 8.83745, 7.80079], [2.67008, 9.88746, 7.12210], [3.27135, 9.66270, 5.88999], [3.26957, 8.38804, 5.33752], [2.65465, 6.34884, 5.58142], [1.57739, 6.74725, 7.76996], [1.59821, 9.01163, 8.76267], [2.67307, 10.88073, 7.55347], [3.74185, 10.48167, 5.36015], [3.74211, 8.21131, 4.37926], [-2.15049, -6.25043, 3.52775], [-2.70830, -5.57944, 2.44653], [-2.23056, -5.81103, 1.16285], [-1.20012, -6.72090, 0.95964], [-0.64429, -7.39426, 2.04032], [-1.11664, -7.15655, 3.32507], [-2.52103, -6.06691, 4.52873], [-3.51486, -4.87454, 2.60407], [-2.66073, -5.28272, 0.32075], [-0.83059, -6.90387, -0.04141], [0.15810, -8.10424, 1.88075], [-0.67985, -7.67759, 4.16827]],
  "atomic_forces_ev_per_a": [[0.33, -0.25, -0.69], [0.95, -0.36, 0.93], [-0.34, -0.14, -0.44], [0.75, 1.10, -0.53], [-0.58, -0.06, -0.71], [0.44, -0.42, 0.51], [-0.12, 0.07, 0.82], [-0.83, -0.57, -0.36], [0.70, 0.88, 0.00], [0.54, -0.26, 0.06], [-0.26, -0.20, -0.16], [-0.28, -0.01, 0.11], [-0.05, 0.20, 0.18], [-0.07, -0.03, -0.23], [-0.37, 0.19, -0.09], [-0.14, 0.19, 0.21], [-0.31, 0.05, 0.39], [-0.46, -0.30, -0.13], [0.14, -0.01, 0.26], [0.21, -0.38, 0.21], [-0.09, 0.08, -0.40], [0.05, -0.02, -0.10], [0.24, 0.27, -0.11], [-0.21, 0.26, -0.22], [0.26, -0.02, 0.09], [-0.29, -0.02, 0.12], [0.15, -0.12, -0.06], [-0.32, -0.01, 0.32], [0.07, -0.03, -0.03], [-0.06, 0.02, 0.00], [0.06, 0.03, 0.05], [-0.04, 0.03, 0.03], [-0.02, 0.01, -0.01], [-0.04, -0.03, -0.03], [-0.01, -0.01, -0.01], [0.01, 0.01, 0.01], [-0.01, 0.00, 0.02], [0.00, 0.01, 0.01], [-0.01, 0.00, 0.00], [0.00, -0.01, 0.00], [-0.06, -0.01, 0.01], [-0.01, 0.00, 0.00], [0.02, -0.03, -0.05], [0.14, 0.05, 0.03], [-0.10, 0.07, -0.03], [0.05, 0.02, 0.04], [-0.01, 0.02, 0.00], [-0.01, 0.02, -0.01], [0.01, -0.01, 0.00], [0.01, -0.01, -0.01], [0.04, -0.08, 0.02], [-0.04, -0.05, 0.00], [-0.05, 0.03, 0.03], [0.00, 0.03, 0.01], [0.00, 0.02, -0.04], [0.05, -0.07, -0.02], [-0.01, 0.06, 0.00], [0.02, -0.10, 0.05], [0.00, 0.00, 0.01], [0.00, 0.01, 0.00], [0.00, 0.00, -0.01], [0.00, 0.00, -0.01], [0.05, -0.07, 0.02], [-0.02, 0.01, 0.01], [-0.03, 0.00, 0.05], [0.02, 0.01, 0.01], [0.00, 0.03, 0.02], [0.04, -0.01, -0.07], [0.03, -0.07, -0.04], [-0.05, -0.01, -0.01], [-0.01, 0.00, 0.01], [0.01, -0.01, 0.02], [0.01, 0.01, -0.01], [0.00, -0.01, -0.01], [0.01, -0.01, -0.01], [-0.01, 0.00, 0.00], [-0.04, 0.07, 0.06], [0.04, 0.06, -0.01], [0.02, 0.00, -0.04], [0.00, -0.05, -0.01], [-0.01, -0.03, 0.03], [-0.01, 0.02, 0.05], [-0.03, 0.02, -0.03], [0.00, 0.01, -0.01], [-0.01, 0.00, -0.01], [0.00, -0.01, -0.01], [0.00, -0.01, 0.01], [-0.02, -0.01, 0.00], [0.03, -0.02, -0.05], [0.02, -0.03, 0.01], [0.00, -0.03, 0.00], [0.00, 0.01, 0.03], [-0.04, 0.03, 0.02], [-0.03, 0.02, -0.03], [0.00, 0.00, -0.01], [0.02, 0.01, -0.01], [0.01, 0.00, 0.01], [0.01, 0.01, 0.01], [0.00, 0.02, 0.00], [-0.01, 0.00, -0.01]],
  "lowdin_charge": [-0.06, -0.29, -0.18, -0.22, -0.32, -0.35, 0.31, -0.36, -0.73, -0.19, 0.59, 0.05, 0.07, 0.07, 0.09, 0.11, 0.10, 0.09, 0.11, 0.11, -0.09, -0.06, 0.04, 0.01, 0.07, 0.06, 0.07, 0.05, -0.09, -0.08, -0.09, -0.10, -0.11, -0.10, 0.10, 0.10, 0.10, 0.10, 0.10, 0.09, -0.10, -0.11, -0.11, -0.09, -0.09, -0.08, 0.08, 0.09, 0.09, 0.10, 0.09, 0.10, -0.10, -0.11, -0.10, -0.10, -0.09, -0.09, 0.10, 0.09, 0.10, 0.10, 0.00, 0.10, -0.09, -0.09, -0.09, -0.10, -0.12, -0.10, 0.10, 0.10, 0.09, 0.10, 0.10, 0.10, -0.09, -0.09, -0.10, -0.10, -0.10, -0.09, 0.07, 0.10, 0.10, 0.10, 0.10, 0.10, -0.10, -0.09, -0.08, -0.09, -0.10, -0.11, 0.10, 0.10, 0.11, 0.09, 0.10, 0.09]
}